The following is a quantum chemistry calculation of C26H25O21Pd3 as an isolated structure, from the Open Molecules 2025 dataset.

Electronic energy in eV: -80773.9025
E_HOMO (spin up / spin down) in eV: -10.685 / -8.782
Orbital gap (spin up / spin down) in eV: 6.266 / 1.037
LUMO level (spin up / spin down) in eV: -4.4 / -7.7

Geometry as ORCA input:
```
! RIJCOSX wB97M-V def2-TZVPD def2/J DEFGRID3
* xyz 1 7
Pd 1.63 3.58 7.14
Pd -4.96 -2.39 -3.52
Pd 6.34 3.36 2.27
C 8.50 3.41 8.11
C 7.04 3.83 8.09
O 6.44 3.67 6.82
H 9.01 3.24 7.16
H 8.65 2.41 8.50
H 9.09 4.02 8.79
H 7.09 4.91 8.22
H 6.42 3.49 8.92
C -5.38 3.04 4.37
C -4.87 2.45 5.48
C -5.57 1.27 6.16
O -5.39 1.00 7.41
C -6.62 0.65 5.61
C -7.22 1.14 4.34
C -6.48 2.39 3.70
O -7.02 2.85 2.72
O -8.23 0.59 3.82
O -3.82 2.99 6.01
H -5.05 4.02 4.05
H -6.67 -0.39 5.90
C -0.43 0.38 0.68
C 0.69 1.07 0.46
C 1.52 1.01 -0.87
O 2.65 1.59 -0.98
C 1.01 0.21 -1.88
C -0.22 -0.49 -1.75
C -1.06 -0.40 -0.40
O -2.20 -0.87 -0.38
O -0.75 -1.08 -2.73
O 1.11 1.83 1.51
H -0.85 0.27 1.67
H 1.58 0.32 -2.79
C 6.25 2.48 -7.82
C 5.93 1.85 -9.15
O 6.68 2.58 -10.15
C 7.58 3.26 -9.59
O 8.44 3.96 -10.19
O 7.45 3.17 -8.21
H 6.50 1.71 -7.10
H 5.58 3.24 -7.40
H 4.89 1.81 -9.46
H 6.21 0.80 -9.14
C -3.92 -5.67 3.71
C -2.77 -6.23 3.07
O -3.34 -7.00 2.04
C -4.61 -7.28 2.45
O -5.31 -8.08 1.84
O -4.98 -6.41 3.22
H -4.00 -4.74 3.15
H -3.97 -5.67 4.80
H -2.25 -6.88 3.78
H -2.16 -5.36 2.85
C -1.28 -10.58 -5.94
C -0.24 -10.14 -4.84
O -0.94 -9.20 -4.09
C -2.01 -8.81 -4.75
O -2.63 -7.85 -4.33
O -2.18 -9.57 -5.89
H -1.73 -11.55 -5.70
H -0.70 -10.53 -6.86
H 0.64 -9.72 -5.33
H 0.04 -11.09 -4.39
C -0.85 8.25 -0.49
C -0.58 7.54 -1.91
O -1.90 7.57 -2.51
C -2.83 7.61 -1.50
O -4.00 7.41 -1.74
O -2.27 7.98 -0.31
H -0.61 9.30 -0.66
H -0.17 7.83 0.25
H -0.09 6.58 -1.76
H 0.16 8.08 -2.49
*
```